Here is an isolated molecule of C4H8O at a distorted geometry from the Open Molecules 2025 dataset. Energies are from ωB97M-V with the def2-TZVPD basis set.

Computed properties:
HOMO level, eV: -9.86
Electronic energy, eV: -6323.9800
2S+1: 1
Frontier orbital gap, eV: 10.892
SMILES: CCCC=O
E_LUMO, eV: 1.03

Structure (XYZ):
```
13
Properties=species:S:1:pos:R:3:forces:R:3:nbo_charge:R:1
C -1.76831 -0.03095 0.18144 -0.059 -0.185 0.030 -0.6073
C -0.38571 0.24801 -0.39452 0.067 -0.683 -0.295 -0.4315
C 0.80646 0.27110 0.57556 0.225 -0.311 -0.093 -0.5230
C 1.87834 -0.31465 -0.33104 0.445 -0.457 -0.137 0.4468
O 1.65000 -1.24227 -1.08013 0.923 0.166 0.502 -0.5286
H -2.18356 0.71479 0.87440 0.346 -0.029 -0.176 0.1997
H -1.73537 -0.99125 0.70342 -0.157 0.037 0.046 0.1998
H -2.47739 -0.13206 -0.64777 0.038 -0.006 0.167 0.2122
H -0.00454 -0.70675 -0.99664 -2.111 2.472 0.437 0.2603
H -0.39253 1.23194 -0.91719 0.066 -0.954 -0.286 0.2006
H 1.13977 1.21916 1.02674 -0.302 -0.198 -0.357 0.2138
H 0.61280 -0.42460 1.40366 0.156 -0.024 -0.138 0.2331
H 2.86004 0.15755 -0.39791 0.363 0.173 0.301 0.1240
```
Positions in Å, forces in eV/Å.


Here is an isolated molecule of C2H3OPS at a distorted geometry from the Open Molecules 2025 dataset. Energies are from ωB97M-V with the def2-TZVPD basis set.

Computed properties:
HOMO level, eV: -9.19
Electronic energy, eV: -24290.1523
2S+1: 1
Frontier orbital gap, eV: 8.796
SMILES: P#CCOS
E_LUMO, eV: -0.39

Structure (XYZ):
```
8
Properties=species:S:1:pos:R:3:forces:R:3:nbo_charge:R:1
C -1.64054 -0.19538 -1.88692 -2.605 0.928 -2.533 -0.5067
C -0.72285 -0.37562 -0.81265 1.090 -1.347 2.414 -0.1771
O -1.03915 -0.13583 0.59560 -1.108 0.418 1.051 -0.6779
P -2.31683 0.12993 -3.27793 0.952 -0.694 2.479 0.5462
S 0.02736 -0.47790 1.96411 -0.508 -0.926 -2.487 0.2832
H -0.11602 0.61949 2.69019 -0.350 0.775 -0.286 0.1081
H -0.31269 -1.37061 -0.85079 0.311 -0.520 -0.305 0.2087
H -0.00295 0.31205 -1.08703 2.219 1.364 -0.333 0.2154
```
Positions in Å, forces in eV/Å.


Question: Among the records above, which one has the lowest frontier orbital gap?
Answer: C2H3OPS


Question: Look up the 2S+1 of the second one.
Answer: 1


Copy entry 2 word for word.
Here is an isolated molecule of C2H3OPS at a distorted geometry from the Open Molecules 2025 dataset. Energies are from ωB97M-V with the def2-TZVPD basis set.

Computed properties:
HOMO level, eV: -9.19
Electronic energy, eV: -24290.1523
2S+1: 1
Frontier orbital gap, eV: 8.796
SMILES: P#CCOS
E_LUMO, eV: -0.39

Structure (XYZ):
```
8
Properties=species:S:1:pos:R:3:forces:R:3:nbo_charge:R:1
C -1.64054 -0.19538 -1.88692 -2.605 0.928 -2.533 -0.5067
C -0.72285 -0.37562 -0.81265 1.090 -1.347 2.414 -0.1771
O -1.03915 -0.13583 0.59560 -1.108 0.418 1.051 -0.6779
P -2.31683 0.12993 -3.27793 0.952 -0.694 2.479 0.5462
S 0.02736 -0.47790 1.96411 -0.508 -0.926 -2.487 0.2832
H -0.11602 0.61949 2.69019 -0.350 0.775 -0.286 0.1081
H -0.31269 -1.37061 -0.85079 0.311 -0.520 -0.305 0.2087
H -0.00295 0.31205 -1.08703 2.219 1.364 -0.333 0.2154
```
Positions in Å, forces in eV/Å.